{"formula": "C48H44F2N3O", "method": "ωB97M-V/def2-TZVPD", "species": ["F", "C", "C", "C", "C", "C", "C", "C", "C", "C", "C", "C", "F", "C", "C", "H", "H", "H", "H", "H", "H", "H", "H", "H", "C", "C", "C", "C", "C", "C", "N", "C", "C", "C", "C", "C", "C", "C", "N", "N", "C", "C", "C", "C", "C", "C", "C", "C", "C", "C", "C", "O", "C", "C", "C", "C", "C", "C", "C", "C", "C", "C", "C", "H", "H", "H", "H", "H", "H", "H", "H", "H", "H", "H", "H", "H", "H", "H", "H", "H", "H", "H", "H", "H", "H", "H", "H", "H", "H", "H", "H", "H", "H", "H", "H", "H", "H", "H"], "positions_angstrom": [[-1.2813, 1.0386, -2.6580], [-0.0113, 1.3395, -2.2229], [0.5880, 2.5113, -2.6840], [1.8745, 2.7995, -2.2146], [2.5734, 1.9127, -1.4132], [1.9787, 0.6752, -1.0028], [2.6808, -0.2508, -0.1951], [2.0297, -1.3479, 0.4898], [2.0046, -1.4489, 1.9091], [1.1827, -2.3798, 2.5345], [0.4392, -3.3176, 1.7994], [0.5618, -3.2786, 0.4105], [-0.1005, -4.2356, -0.3276], [1.3331, -2.3373, -0.2592], [0.6069, 0.4517, -1.3572], [0.0478, 3.1887, -3.3389], [2.3320, 3.7463, -2.4856], [3.5471, 2.1983, -1.0113], [3.7108, -0.0408, 0.1111], [2.5670, -0.7146, 2.4936], [1.1014, -2.3968, 3.6211], [-0.1983, -4.0749, 2.2707], [1.3995, -2.3580, -1.3501], [0.0542, -0.3883, -0.9287], [7.4599, -1.9750, 3.8824], [7.5686, -0.7804, 2.9572], [6.3910, -0.1249, 2.5942], [6.3959, 0.8877, 1.6281], [5.1484, 1.6111, 1.2521], [7.5976, 1.1389, 0.9630], [7.5625, 1.9571, -0.2121], [7.3215, 3.3274, -0.2321], [7.0447, 4.1308, 0.9401], [6.2000, 5.2485, 0.7477], [5.7932, 6.0197, 1.8379], [6.2623, 5.7352, 3.1305], [7.1230, 4.6447, 3.3248], [7.5429, 3.8722, 2.2406], [7.3479, 3.8118, -1.4457], [7.6030, 2.7202, -2.2763], [8.1526, 3.0555, -3.5514], [9.3367, 3.8125, -3.5608], [9.8818, 4.4370, -2.3246], [10.0011, 4.0004, -4.7729], [9.4625, 3.5357, -5.9793], [10.2203, 3.7787, -7.2562], [8.1853, 2.9649, -5.9651], [7.4674, 2.8538, -4.7679], [5.9994, 2.6144, -4.8446], [7.7741, 1.5800, -1.5187], [7.3204, 0.2631, -1.9742], [6.5180, 0.2437, -2.9394], [7.5050, -0.9429, -1.1038], [8.7575, -1.6136, -0.7654], [6.2760, -1.5505, -0.7751], [5.0785, -1.0978, -1.3941], [4.2210, -2.0589, -1.9142], [4.1990, -3.2992, -1.2828], [5.0403, -3.5471, -0.1832], [6.1311, -2.7141, 0.0369], [8.8139, 0.6032, 1.3874], [10.1026, 0.9249, 0.7018], [8.7891, -0.3356, 2.4329], [8.4359, -2.4619, 4.0403], [7.0657, -1.6501, 4.8607], [6.7490, -2.7316, 3.4881], [5.4423, -0.3925, 3.0707], [4.9922, 1.5571, 0.1685], [4.2879, 1.1668, 1.7605], [5.1838, 2.6742, 1.5200], [5.8675, 5.4823, -0.2658], [5.1113, 6.8575, 1.6868], [5.9510, 6.3405, 3.9880], [7.4775, 4.3959, 4.3295], [8.2633, 3.0653, 2.3919], [10.8051, 4.9712, -2.5693], [9.1766, 5.1611, -1.8982], [10.1114, 3.7018, -1.5416], [10.9651, 4.5223, -4.7932], [9.9905, 3.0086, -8.0026], [9.9758, 4.7638, -7.6873], [11.2976, 3.7652, -7.0418], [7.7355, 2.6586, -6.9188], [5.5892, 3.1226, -5.7357], [5.7714, 1.5442, -4.9151], [5.4828, 3.0179, -3.9676], [8.6959, -2.6877, -1.0109], [9.6535, -1.1817, -1.2286], [8.8718, -1.5482, 0.3299], [4.8545, -0.0341, -1.4829], [3.5578, -1.8090, -2.7462], [3.4925, -4.0615, -1.6039], [4.8792, -4.4123, 0.4601], [6.8938, -2.9261, 0.7875], [10.9181, 0.4160, 1.2299], [10.1428, 0.5861, -0.3414], [10.3107, 1.9990, 0.7074], [9.7367, -0.7292, 2.8141]], "forces_ev_per_a": [[1.13, 0.39, 0.52], [-0.66, -0.42, -0.23], [0.14, -0.33, 0.38], [-0.05, 0.02, -0.12], [-0.26, -0.53, 0.24], [-0.63, 0.64, -0.68], [0.97, -0.13, 0.95], [-0.59, -1.31, 0.07], [0.05, 0.31, -0.70], [-0.11, -0.33, -0.04], [0.27, 0.23, -0.42], [-0.26, -0.68, -0.09], [0.63, 0.97, 0.62], [-0.01, 0.26, 0.32], [0.41, 0.27, -0.15], [0.07, -0.16, 0.13], [-0.04, -0.13, -0.01], [-0.25, -0.17, -0.33], [-0.94, 0.32, 0.28], [-0.24, -0.28, -0.12], [0.11, 0.05, -0.27], [0.32, 0.41, -0.20], [-0.13, 0.02, 0.44], [0.18, 0.34, -0.42], [0.10, 0.00, 0.29], [0.02, -0.25, 0.13], [0.06, 0.69, -0.34], [0.10, -0.60, 0.30], [-0.35, 0.03, 0.02], [0.08, -0.67, 0.31], [0.58, 1.30, -1.28], [0.44, -0.54, -0.22], [-0.30, 1.36, 1.22], [0.09, -0.33, 0.33], [0.29, 0.03, 0.19], [-0.05, -0.46, -0.30], [0.03, 0.22, -0.20], [-0.14, -0.04, -0.50], [-0.03, -1.68, -0.30], [0.25, 0.48, 2.57], [-0.03, 0.61, -1.86], [0.35, -0.55, -0.31], [0.59, 0.27, 0.48], [-0.32, -0.04, -0.10], [-0.16, 0.03, 0.27], [0.13, -0.13, -0.07], [0.47, 0.50, 0.11], [0.45, -0.47, 0.12], [-0.65, -0.45, -0.11], [-1.27, 2.61, -0.03], [-1.10, -3.18, -1.25], [2.00, 0.86, 1.42], [-2.11, 1.24, -0.92], [1.00, -0.22, 1.04], [0.84, 0.11, -0.01], [-1.09, 0.65, -0.38], [-0.46, -0.43, 0.56], [-0.50, -0.30, -0.59], [0.79, 0.42, 0.26], [-0.31, -0.47, 0.10], [-0.32, -0.40, 0.23], [0.57, 0.07, 0.05], [-0.39, 0.29, -0.06], [-0.41, 0.20, -0.04], [0.19, -0.20, -0.30], [0.42, 0.48, 0.09], [0.34, 0.01, -0.19], [-0.01, 0.04, 0.19], [0.10, 0.12, -0.16], [0.00, -0.26, 0.02], [-0.03, -0.07, 0.37], [0.25, -0.22, -0.01], [0.08, -0.24, -0.41], [-0.05, 0.16, -0.42], [-0.35, 0.27, 0.07], [-0.11, -0.16, 0.14], [0.25, -0.18, -0.17], [-0.01, 0.09, -0.07], [-0.45, -0.13, 0.12], [0.10, 0.22, 0.12], [0.03, -0.35, 0.17], [-0.26, 0.00, -0.23], [-0.03, 0.28, 0.50], [0.23, -0.25, 0.40], [-0.07, 0.24, 0.04], [0.06, -0.15, -0.08], [0.06, 0.40, -0.09], [-0.34, -0.22, -0.02], [0.39, -0.38, -0.37], [0.54, -0.43, -0.91], [-0.10, -0.01, 0.52], [0.15, 0.14, 0.07], [0.10, 0.11, -0.31], [-0.23, -0.14, -0.24], [-0.11, 0.21, -0.18], [-0.11, 0.15, 0.30], [0.00, -0.03, 0.01], [-0.38, -0.05, -0.27]], "lowdin_charge": [0.05, -0.23, 0.02, -0.07, -0.02, -0.18, 0.02, -0.21, -0.02, -0.06, 0.01, -0.23, 0.04, 0.02, 0.08, 0.13, 0.11, 0.09, 0.07, 0.11, 0.11, 0.13, 0.13, 0.13, -0.04, -0.25, 0.02, -0.18, -0.01, -0.17, 0.16, -0.20, -0.17, -0.02, -0.06, -0.05, -0.05, -0.02, 0.22, 0.06, -0.12, -0.19, -0.04, 0.00, -0.25, -0.04, 0.01, -0.19, -0.04, -0.01, -0.23, 0.08, -0.15, -0.04, -0.18, -0.04, -0.08, -0.10, -0.06, -0.03, -0.23, -0.02, 0.01, 0.09, 0.09, 0.09, 0.13, 0.06, 0.09, 0.09, 0.12, 0.11, 0.12, 0.12, 0.12, 0.09, 0.08, 0.08, 0.13, 0.08, 0.10, 0.08, 0.13, 0.10, 0.08, 0.08, 0.11, 0.09, 0.07, 0.10, 0.13, 0.11, 0.11, 0.11, 0.10, 0.07, 0.09, 0.13], "charge": 1, "orbital_gap_ev": 3.67, "e_tot_ev": -62432.2045, "lumo_energy_ev": -4.7}

***

{"formula": "C25H29BCl3GeN6OPPt", "method": "ωB97M-V/def2-TZVPD", "species": ["Pt", "C", "C", "N", "N", "C", "B", "N", "C", "C", "C", "N", "N", "C", "C", "C", "N", "H", "H", "H", "H", "H", "H", "H", "H", "H", "H", "C", "P", "C", "C", "C", "C", "C", "C", "C", "H", "H", "H", "H", "H", "H", "H", "H", "H", "H", "H", "C", "C", "O", "C", "C", "C", "C", "C", "C", "H", "H", "H", "H", "H", "H", "H", "H", "Cl", "Ge", "Cl", "Cl"], "positions_angstrom": [[-0.0514, -0.4316, 0.4502], [-1.9546, -2.1076, 4.0226], [-1.5620, -1.0072, 3.2540], [-1.0347, -1.4302, 2.1049], [-1.0943, -2.7762, 2.0834], [-1.6439, -3.2080, 3.2568], [-0.3300, -3.6041, 0.9803], [-0.7940, -3.1503, -0.4188], [-1.4083, -3.8568, -1.3795], [-1.5427, -3.0642, -2.5084], [-0.9690, -1.8539, -2.1615], [-0.4811, -1.9266, -0.9112], [1.1318, -3.1984, 1.1073], [2.2249, -3.9270, 1.3801], [3.3122, -3.0790, 1.4242], [2.7954, -1.8158, 1.1651], [1.4738, -1.8955, 0.9749], [-2.3860, -2.0966, 5.0094], [-1.6282, 0.0423, 3.4886], [-1.7488, -4.2613, 3.4676], [-0.5015, -4.7699, 1.1406], [-1.6984, -4.8829, -1.2141], [-1.9883, -3.3316, -3.4512], [-0.8701, -0.9505, -2.7441], [2.1656, -4.9946, 1.5168], [4.3405, -3.3363, 1.6092], [3.3306, -0.8862, 1.0982], [-0.0500, 3.1837, 0.3969], [-1.0737, 1.7151, 0.1511], [-2.3718, 1.9943, 1.3827], [-1.7632, 1.9431, -1.4865], [-0.8758, 2.0085, -2.5662], [-1.3188, 2.4556, -3.7991], [-2.6552, 2.8034, -3.9692], [-3.5499, 2.6852, -2.9162], [-3.1176, 2.2211, -1.6812], [0.8057, 3.2150, -0.2741], [0.2769, 3.2525, 1.4334], [-0.7074, 4.0261, 0.1734], [-2.8696, 2.9404, 1.1662], [-1.8878, 2.0819, 2.3572], [-3.1021, 1.1932, 1.4211], [0.1628, 1.7179, -2.4406], [-0.6345, 2.5164, -4.6345], [-3.0072, 3.1291, -4.9387], [-4.5866, 2.9620, -3.0527], [-3.8328, 2.1158, -0.8744], [2.9785, 2.1852, 2.3783], [2.3443, 1.4613, 1.2365], [1.3258, 0.7878, 1.5241], [2.9226, 1.5757, -0.1031], [3.9470, 2.5024, -0.3397], [4.4907, 2.6369, -1.6057], [4.0408, 1.8380, -2.6471], [3.0325, 0.9000, -2.4275], [2.4789, 0.7810, -1.1708], [2.4792, 1.9296, 3.3086], [2.9025, 3.2636, 2.2175], [4.0383, 1.9386, 2.4522], [4.3313, 3.1246, 0.4561], [5.2729, 3.3626, -1.7816], [4.4739, 1.9391, -3.6336], [2.6939, 0.2690, -3.2386], [1.7041, 0.0325, -1.0180], [-4.7732, -1.6233, 2.7320], [-3.8214, -2.3568, 1.0690], [-3.1679, -0.8772, -0.2173], [-4.6235, -4.0307, 0.2147]], "forces_ev_per_a": [[4.76, 0.49, 0.73], [0.26, -0.04, 0.08], [0.34, -0.20, 0.13], [-0.48, 0.70, 0.25], [-1.06, -0.33, -0.42], [0.01, 0.12, 0.14], [0.38, 0.07, 0.07], [-0.32, -0.02, -0.04], [-0.02, 0.02, -0.06], [-0.01, 0.00, -0.05], [0.22, -0.06, -0.02], [-1.26, 0.64, -0.16], [0.09, -0.07, 0.05], [0.04, 0.05, -0.03], [0.05, 0.02, 0.00], [-0.02, -0.02, -0.07], [-0.50, -0.25, -0.22], [-0.03, -0.01, -0.02], [0.04, 0.00, -0.02], [0.05, -0.01, -0.06], [-0.10, 0.03, 0.02], [0.11, -0.01, 0.02], [0.05, -0.04, 0.00], [-0.01, 0.04, 0.06], [-0.05, 0.01, 0.02], [-0.01, 0.00, 0.02], [-0.03, 0.02, -0.03], [0.32, -0.17, 0.09], [-1.18, -0.76, -0.51], [0.15, -0.03, 0.08], [-0.15, -0.13, -0.08], [0.03, 0.08, 0.04], [-0.07, -0.23, -0.05], [0.00, -0.08, -0.04], [-0.07, -0.15, -0.02], [0.10, 0.26, 0.04], [-0.03, 0.02, -0.04], [0.00, 0.03, 0.00], [-0.01, -0.02, -0.04], [0.00, 0.00, 0.01], [-0.02, 0.04, 0.00], [-0.05, 0.03, -0.02], [0.05, 0.17, 0.02], [0.01, 0.02, 0.01], [0.03, 0.12, 0.03], [-0.02, -0.09, -0.02], [0.02, 0.15, 0.03], [-0.06, -0.12, 0.13], [0.25, 0.15, -0.21], [-0.86, 0.06, 0.29], [-0.18, -0.08, 0.05], [0.10, 0.00, -0.01], [0.03, 0.02, -0.03], [-0.05, -0.02, 0.02], [-0.02, 0.04, -0.01], [-0.05, 0.04, 0.01], [-0.01, -0.01, -0.01], [0.03, 0.00, -0.01], [0.01, 0.03, -0.02], [-0.04, 0.00, 0.01], [0.00, -0.01, 0.02], [0.02, 0.00, 0.01], [0.01, -0.01, 0.01], [0.06, -0.09, -0.03], [-0.09, -0.02, 0.20], [-0.32, 0.22, -0.12], [-0.63, -0.18, -0.22], [0.19, -0.43, 0.02]], "mulliken_spin": [0.52, 0.00, -0.02, 0.27, -0.05, 0.00, -0.01, -0.01, 0.01, 0.00, 0.01, 0.08, -0.01, 0.00, 0.00, 0.00, 0.03, 0.00, 0.00, 0.00, 0.00, 0.00, 0.00, 0.00, 0.00, 0.00, 0.00, 0.01, 0.02, 0.00, 0.00, 0.02, 0.00, 0.00, 0.00, 0.00, 0.00, 0.00, 0.00, 0.00, 0.00, 0.00, 0.00, 0.00, 0.00, 0.00, 0.00, 0.00, 0.02, 0.00, -0.01, 0.00, 0.00, 0.00, 0.02, 0.08, 0.00, 0.00, 0.00, 0.00, 0.00, 0.00, 0.00, 0.01, 0.00, 0.00, 0.00, 0.00], "charge": 3, "s2": 0.754, "orbital_gap_ev": [5.90, 5.91], "e_tot_ev": -144655.9217, "lumo_energy_ev": [-11.2, -11.2], "multiplicity": 2}

***

{"formula": "C2H4S2", "method": "ωB97M-V/def2-TZVPD", "species": ["C", "C", "S", "S", "H", "H", "H", "H"], "positions_angstrom": [[-1.3959, -0.8924, 1.1105], [0.9004, 0.0062, -0.5149], [-2.0742, -1.6963, -0.0662], [-0.2114, -0.5315, -1.6633], [-1.6274, -1.0189, 2.1577], [0.8283, 0.9904, -0.1066], [1.7817, -0.5854, -0.4075], [-1.0677, 0.4895, -1.6108]], "forces_ev_per_a": [[0.36, -0.35, -0.67], [-1.37, -0.24, -0.57], [-0.12, 0.28, 0.86], [1.12, 0.29, -0.27], [-0.21, -0.01, 0.27], [-0.04, 0.17, 0.23], [0.31, -0.25, 0.16], [-0.05, 0.11, -0.02]], "nbo_charge": [-0.49, -0.66, 0.14, 0.26, 0.18, 0.22, 0.21, 0.13], "orbital_gap_ev": [7.35, 7.03], "e_tot_ev": -23804.6903, "lumo_energy_ev": [-0.1, -0.2]}

***

{"formula": "C3HF2NO2", "method": "ωB97M-V/def2-TZVPD", "species": ["O", "C", "C", "F", "N", "O", "C", "F", "H"], "positions_angstrom": [[-1.3445, -1.2592, -0.4114], [-0.3599, -0.3759, 0.0223], [-0.1402, 0.3558, 1.2382], [-0.7402, 0.1775, 2.4009], [0.7801, 1.3515, 1.0942], [1.1069, 1.2284, -0.2238], [0.4583, 0.2935, -0.7950], [0.9316, -0.1524, -2.0026], [-0.6921, -1.6192, -1.3227]], "forces_ev_per_a": [[4.58, -1.34, -3.43], [-2.01, 0.46, 0.86], [0.84, 1.39, -0.17], [0.28, -0.02, -0.48], [-2.55, -2.42, 0.76], [2.33, 1.87, -0.56], [1.18, -1.92, -2.02], [-1.01, 1.08, 1.32], [-3.64, 0.90, 3.72]], "nbo_charge": [-0.62, 0.01, 0.50, -0.27, -0.15, -0.27, 0.61, -0.30, 0.49], "orbital_gap_ev": 10.01, "e_tot_ev": -14143.2644, "lumo_energy_ev": 0.0}